10
Properties=species:S:1:pos:R:3:forces:R:3:lowdin_charge:R:1 method="wB97M-V/def2-TZVPD" e_lumo_ev=-4.72 e_homo_ev=-15.45 smiles="[NH3+]C(=O)C=C=O" total_charge=+1 relative_energy_kcal_mol=15.18
C -0.981 -1.398 -0.225 0.7 -3.2 0.1 0.016
C -1.927 -0.562 -0.539 -1.4 0.4 -0.1 -0.137
C 0.257 -1.052 0.326 0.7 0.2 0.7 -0.375
N 0.398 0.541 0.476 0.7 1.4 1.7 0.236
O 1.248 -1.605 0.671 -1.0 0.1 -0.3 0.193
O -2.839 0.049 -0.804 -0.5 0.8 -0.3 0.332
H -1.283 -2.474 -0.395 0.6 1.2 0.2 0.194
H 0.146 1.065 1.380 0.0 -1.5 -1.0 0.208
H -0.030 1.132 -0.250 0.7 -0.2 -0.2 0.159
H 1.440 0.521 0.515 -0.6 0.8 -0.6 0.174